Entry 1:
DFT (ωB97M-V/def2-TZVPD) results for 8 unconnected molecules or ions with the total composition C30H76NO8.

Frontier orbital gap   8.50 eV
LUMO energy   -2.816 eV
Electronic energy   -50205.622 eV

ORCA input file:
```
! RIJCOSX wB97M-V def2-TZVPD def2/J DEFGRID3
* xyz 1 1
C -1.546 4.279 7.923
C -4.565 -4.618 1.759
O -1.756 -0.263 1.398
H -6.571 -3.533 -6.604
H -1.375 -2.341 3.047
H -5.680 4.749 -1.458
H 4.210 -0.351 -4.286
H -5.123 -5.380 2.306
C 7.056 -0.744 -0.019
H -2.030 1.056 -4.554
C -6.762 3.296 -2.643
C -6.171 -2.818 2.458
C 6.256 -1.466 1.053
C -7.116 1.816 -2.607
O -1.103 -0.533 -2.991
H -7.549 -3.807 -4.306
O -1.304 2.311 6.552
H -3.055 -0.758 -2.386
H -1.007 -0.018 -0.950
H -5.516 -5.161 -4.893
H 7.559 -1.474 -0.655
C 3.746 -0.137 -3.299
C 12.010 -1.503 1.726
C 0.644 0.807 -2.054
H 14.168 -0.080 2.745
H 7.595 0.963 1.200
H -2.313 3.786 8.523
H -3.813 0.666 -4.569
H -7.707 1.578 -1.720
H -6.261 -1.833 2.919
C -2.466 -0.659 -3.334
H 0.922 -1.335 -1.638
H -1.090 2.565 -2.692
H 0.808 1.344 -3.015
O 6.168 -0.001 -0.859
H -4.297 -2.251 0.784
H -6.475 3.512 -0.503
H -1.770 1.383 3.493
H 1.703 -0.322 -4.130
H 5.516 -2.129 0.599
H -4.487 -3.852 -4.278
H -5.545 -2.220 -5.993
H 5.706 -0.752 1.674
H -6.216 1.191 -2.602
H -5.538 -4.728 -3.175
C 1.543 -0.477 -1.956
H -4.995 3.112 -1.395
H 3.120 1.698 -2.193
H 0.039 0.247 2.221
C -0.462 4.386 5.660
H -0.444 2.164 6.958
H 0.218 -1.824 3.633
H 6.906 -2.059 1.699
C -4.715 -3.253 2.410
C 8.083 0.194 0.595
C 2.304 -0.738 -3.296
H 12.362 -1.943 2.664
H 4.395 -0.617 -2.544
H 11.874 0.421 0.779
H -2.665 -1.478 -4.040
H 2.305 -0.272 -1.174
C -1.500 0.349 3.718
H 11.920 0.251 3.603
H -3.328 2.572 -3.099
C -2.902 0.726 -3.952
H -1.839 2.197 -1.123
N -2.999 1.653 -2.790
C 12.272 -0.005 1.702
C -6.494 -2.749 -5.849
H -3.729 1.295 -2.166
H -1.741 5.353 7.921
C -6.581 -3.325 -4.445
H 0.849 1.526 -1.234
C -0.883 0.442 -1.966
H -5.652 -1.833 -3.598
C 3.762 1.406 -3.056
H 4.781 1.761 -2.804
H -0.829 0.345 4.577
H 2.393 -1.831 -3.477
H -7.721 1.545 -3.473
H -6.776 -3.526 3.026
C -0.856 -0.310 2.509
H -4.308 -3.283 3.422
H 5.717 0.648 -0.310
C -1.658 1.789 -2.141
H -4.926 -4.597 0.726
H -7.292 -2.024 -6.016
H -2.512 3.867 6.048
H 12.512 -2.007 0.897
H -2.553 -0.753 1.643
H 10.939 -1.706 1.661
H -0.459 3.969 4.650
C -5.469 -4.329 -4.188
O -3.948 -2.288 1.680
C -0.485 -1.756 2.801
H -0.625 5.463 5.591
H 8.643 0.712 -0.185
H 8.787 -0.350 1.226
H 0.531 4.210 6.081
H 13.929 1.377 1.795
C -5.926 3.686 -1.432
O 11.578 0.618 2.782
C -1.534 3.719 6.509
H -6.585 -2.738 1.448
C 13.758 0.300 1.805
H -0.588 4.100 8.419
O -7.949 4.074 -2.675
H -0.032 -2.221 1.922
H 3.369 1.973 -3.926
H -8.450 3.889 -1.874
O -6.503 -2.266 -3.486
H 14.313 -0.149 0.978
H -3.515 -4.913 1.723
H -2.424 -0.168 3.995
H -6.210 3.520 -3.560
*
```

Entry 2:
DFT (ωB97M-V/def2-TZVPD) results for 2 unconnected molecules or ions with the total composition C2H5INPS.

Frontier orbital gap   8.76 eV
LUMO energy   -0.443 eV
Electronic energy   -31867.721 eV
SMILES   SCCI.N#P

ORCA input file:
```
! RIJCOSX wB97M-V def2-TZVPD def2/J DEFGRID3
* xyz 0 1
H 1.524 -0.471 1.185
H -0.742 -1.705 -0.627
C -0.068 0.415 -0.697
C 0.132 -1.107 -0.541
S 0.953 -1.738 0.942
N -1.145 1.862 1.546
H 0.970 0.797 -0.653
I -0.459 1.045 -2.772
P -1.318 1.262 2.837
H 0.878 -1.261 -1.294
H -0.726 0.902 0.076
*
```

Number 1: HOMO level -0.416 hartree. Number 2: HOMO level -0.338 hartree.